Here is 4 unconnected molecules or ions with the total composition C39H60F11IN2O11S in a non-equilibrium geometry from OMol25. Energies are from ωB97M-V/def2-TZVPD.

Structure (XYZ):
```
125
Properties=species:S:1:pos:R:3:forces:R:3
C 1.235503 0.488739 -5.706567 -0.7 0.3 0.3
C 1.786221 1.099874 -4.421557 0.7 0.0 -0.3
C 3.239122 0.668381 -4.117703 0.0 -0.8 -0.2
C 3.384844 0.006962 -2.744033 -0.5 0.4 0.2
C 3.393045 0.996598 -1.547220 -0.4 -1.0 -0.6
C 2.761270 0.303189 -0.322323 1.0 0.3 -0.1
C 3.305333 0.833722 1.025402 -0.4 -0.2 -0.1
C 2.482649 1.768195 1.943531 0.5 0.1 -0.4
O 3.033923 3.121656 1.886861 -0.1 -0.3 -0.1
C 3.835775 3.404394 2.969067 0.2 1.0 -0.1
F 4.913065 2.531711 3.021627 -0.2 -0.1 0.1
C 4.390989 4.819899 2.796147 -0.5 -0.8 0.0
C 3.447325 5.883214 3.287111 0.5 0.6 -1.1
O 3.305289 6.876360 2.667833 -0.3 0.9 -0.1
F 2.745426 5.722808 4.409351 0.2 -0.8 0.5
C 0.943151 1.768842 1.907420 0.3 0.2 2.0
C 0.500435 0.341544 2.370993 0.1 -0.2 -1.1
C -0.442196 -0.391470 1.406713 -0.4 -0.6 0.6
C -1.939147 -0.228526 1.709767 0.2 -0.4 -0.5
C -2.764761 -1.428148 1.189230 -0.5 0.6 0.4
N -3.745709 -0.977477 0.186575 0.3 -0.4 -0.1
C -4.144982 -2.034108 -0.762259 0.4 0.7 -0.6
C -4.880237 -0.341793 0.790956 -0.2 0.3 0.2
C -5.158852 1.046105 0.286337 -0.3 -0.1 -0.2
O -5.550584 -0.848987 1.651235 0.1 -0.2 0.2
C 0.507889 2.726638 3.054377 -1.4 -0.1 -1.2
C -1.018319 2.695956 3.213001 0.2 1.3 0.0
C -1.568828 3.812797 4.031280 -0.3 -2.4 1.8
O -1.451234 2.371640 4.487919 0.4 -0.4 0.1
O 0.238399 2.121834 0.727207 0.5 0.1 0.2
C 0.752612 2.986494 -0.230184 -0.5 0.3 -1.5
N 0.394198 2.420602 -1.566987 -0.2 -0.4 0.8
C -0.562839 1.685513 -1.679000 0.0 0.5 -0.4
S -1.821854 0.797313 -1.908975 0.0 -0.3 -0.1
C 0.186785 4.421556 -0.264368 0.6 -0.1 0.4
I -1.918789 4.512450 0.100833 0.0 -0.1 0.0
C 0.990457 5.430871 0.570387 0.0 0.6 -0.6
C 2.030289 6.128014 -0.327682 0.1 -0.2 0.4
H 0.207807 0.842131 -5.834873 0.0 0.0 -0.1
H 1.778716 0.788229 -6.602187 0.2 -0.2 0.1
H 1.160360 -0.596562 -5.623275 0.3 0.0 -0.2
H 1.753899 2.186580 -4.507198 -0.3 0.0 0.2
H 1.159190 0.761567 -3.599319 -0.1 0.3 0.1
H 3.962085 1.475673 -4.251636 -0.1 0.1 0.1
H 3.503390 -0.096676 -4.855979 0.1 0.1 -0.1
H 2.507355 -0.635697 -2.610422 0.1 -0.1 -0.1
H 4.255092 -0.651820 -2.708092 0.1 0.1 0.1
H 4.440210 1.225951 -1.348487 -0.1 0.4 0.1
H 2.827186 1.871459 -1.866278 0.2 0.3 0.2
H 3.113009 -0.728776 -0.403724 -0.2 -0.1 0.2
H 1.677882 0.265703 -0.408028 -0.1 0.1 0.1
H 3.585501 -0.030315 1.630575 -0.1 0.0 0.1
H 4.244345 1.344383 0.820815 0.0 0.1 0.1
H 2.710645 1.436439 2.957795 -0.3 -0.1 0.0
H 3.269149 3.356898 3.906104 0.2 -0.6 0.1
H 5.390432 4.916500 3.218411 -0.1 0.0 0.4
H 4.493917 5.007635 1.729170 0.0 0.1 0.0
H 1.381766 -0.293281 2.486767 0.1 0.1 -0.1
H 0.061745 0.385385 3.367277 -0.2 0.1 0.0
H -0.242772 -1.460491 1.537550 0.1 0.0 0.0
H -0.251016 -0.182316 0.357432 0.1 0.1 0.0
H -2.067528 -0.141259 2.789429 -0.1 0.2 0.0
H -2.342516 0.646357 1.197409 0.1 0.2 0.3
H -3.310150 -1.855774 2.038783 0.1 -0.3 -0.1
H -2.131373 -2.194755 0.748178 0.0 0.0 -0.1
H -3.880725 -3.038221 -0.432088 -0.4 0.0 0.2
H -3.601781 -1.862891 -1.696906 0.0 -0.2 0.0
H -5.202454 -1.942818 -1.007598 -0.1 -0.3 0.1
H -5.004200 1.079167 -0.791789 0.1 0.1 0.0
H -4.471852 1.752816 0.756929 0.2 -0.1 -0.1
H -6.172425 1.348613 0.540249 0.0 0.0 0.0
H 0.721125 3.766165 2.812081 0.6 -0.1 0.1
H 0.898309 2.399332 4.016017 0.3 0.2 0.0
H -1.606235 2.379448 2.357381 0.0 -0.3 0.1
H -0.883545 4.383134 4.647882 0.0 0.5 -0.4
H -2.625901 3.871861 4.255181 -0.1 1.3 -1.1
H 1.839399 3.087406 -0.264854 0.1 -0.2 0.5
H 0.300220 4.722425 -1.300981 -0.3 0.0 -0.1
H 1.547414 4.966610 1.377474 -0.3 -0.2 0.2
H 0.312943 6.183115 0.969512 0.1 0.0 0.2
H 2.894040 5.467381 -0.439138 0.0 0.1 -0.3
H 2.387019 7.043578 0.139756 0.0 0.0 0.0
H 1.625291 6.378226 -1.307442 0.0 0.0 0.0
C 7.226098 8.741393 5.859535 0.2 0.1 -0.2
C 7.461223 7.250873 5.975985 -0.4 0.3 0.3
O 8.271950 6.774680 4.885366 0.1 -0.2 -0.1
C 9.583726 6.909131 5.027370 -0.3 0.1 0.3
O 10.154882 7.385946 5.961683 0.1 0.0 -0.1
C 10.300419 6.306660 3.804568 0.2 0.0 -0.3
F 9.696438 6.655136 2.662578 0.0 0.0 0.1
F 10.294494 4.968329 3.883338 -0.1 0.0 0.1
F 11.563013 6.714980 3.747566 0.0 0.0 0.1
H 6.797887 8.984564 4.886691 -0.1 0.0 0.0
H 6.545700 9.080022 6.639883 0.0 0.0 0.0
H 8.162071 9.291745 5.951569 0.0 0.0 0.1
H 6.517255 6.715294 5.894264 0.1 -0.1 -0.1
H 7.911182 6.992508 6.933225 0.2 0.0 -0.1
C -6.907415 -6.483942 -2.353412 0.0 0.3 0.0
C -5.938091 -6.902252 -3.439592 -0.2 0.2 0.3
O -5.695609 -5.794903 -4.341913 0.1 0.0 -0.1
C -4.785941 -4.917885 -3.957294 -0.1 -0.3 0.2
O -4.146138 -4.942946 -2.946437 0.1 0.2 0.0
C -4.613461 -3.836265 -5.040274 0.0 0.3 -0.2
F -5.793407 -3.426085 -5.517677 0.0 0.0 0.0
F -3.898448 -4.320655 -6.065547 0.0 -0.1 0.1
F -3.973773 -2.776176 -4.552644 0.0 -0.1 0.0
H -7.824579 -6.093367 -2.795310 0.0 -0.1 0.0
H -7.158342 -7.324525 -1.711104 0.0 -0.1 0.0
H -6.478958 -5.695511 -1.734586 0.1 -0.1 0.0
H -6.356944 -7.681244 -4.054545 -0.1 0.2 -0.3
H -5.000483 -7.264043 -3.027211 0.1 0.2 0.0
C -5.213431 -13.881161 -4.333371 -0.1 0.3 -0.1
C -5.508700 -13.557149 -2.885762 0.2 -0.5 -0.1
O -5.672603 -12.136433 -2.695356 0.0 0.1 0.1
C -6.872635 -11.647849 -2.965298 0.1 -0.4 0.0
O -7.827089 -12.255205 -3.348608 -0.1 0.2 0.0
C -6.893681 -10.137636 -2.665832 0.0 0.2 0.0
F -5.785084 -9.529305 -3.122786 -0.1 -0.6 0.2
F -6.961383 -9.925116 -1.345769 0.0 -0.1 0.0
F -7.946237 -9.553915 -3.229921 0.0 -0.1 -0.1
H -4.345319 -13.320089 -4.680177 0.1 -0.1 0.1
H -5.014284 -14.945793 -4.448443 0.0 0.0 0.0
H -6.054261 -13.614662 -4.973352 0.0 -0.1 0.0
H -4.671685 -13.842280 -2.252409 0.0 0.2 0.0
H -6.389337 -14.087327 -2.526547 -0.1 0.2 0.0
```
Forces are in eV/Å.

Calculated values
Orbital gap = 8.91 eV
Structure (SMILES) = CCCCCCC[C@@H](O[C@@H](F)CC(=O)F)[C@@](CCCCN(C)C(C)=O)(C[C@@H]1CO1)O[C@@H](N=C=S)[C@@H](I)CC.CCOC(=O)C(F)(F)F.CCOC(=O)C(F)(F)F.CCOC(=O)C(F)(F)F
Maximum force = 3.0 eV/A
HOMO level = -8.55 eV
Total energy = -4253.562824 Ha